1.
C38H35ClMnN2Si2 | wB97M-V/def2-TZVPD

Gap between HOMO and LUMO (spin up / spin down), eV: 7.576 / 2.163
Total charge: +2
Relative energy (zero: lowest compared OMol25 entry of this formula, charge and spin), kcal/mol: 22.7
Spin multiplicity: 4
E_HOMO (spin up / spin down), eV: -12.81 / -12.25

CARTESIAN COORDINATES (ANGSTROEM)
C1 -0.11 2.11 -0.51
C2 1.17 1.61 -0.95
C3 0.93 0.61 -1.96
H1 2.14 2.00 -0.63
C4 -0.49 0.49 -2.13
C5 -1.13 1.41 -1.24
H2 -2.20 1.61 -1.18
H3 -0.28 2.94 0.19
H4 1.69 0.10 -2.55
H5 -1.00 -0.15 -2.85
Mn1 0.02 0.02 -0.09
Si1 0.96 -2.27 -0.55
C6 2.78 -2.28 -0.12
C7 3.26 -3.51 0.35
H6 2.55 -4.33 0.53
C8 4.62 -3.71 0.56
H7 4.97 -4.68 0.92
C9 5.52 -2.67 0.32
H8 6.59 -2.83 0.46
C10 5.05 -1.43 -0.12
H9 5.74 -0.61 -0.31
C11 3.68 -1.22 -0.33
H10 3.33 -0.25 -0.69
C12 0.73 -2.73 -2.33
C13 1.81 -2.83 -3.23
H11 2.84 -2.74 -2.86
C14 1.57 -3.00 -4.60
H12 2.41 -3.04 -5.28
C15 0.26 -3.12 -5.07
H13 0.08 -3.24 -6.14
C16 -0.81 -3.08 -4.18
H14 -1.84 -3.18 -4.54
C17 -0.58 -2.90 -2.81
H15 -1.42 -2.87 -2.11
H16 0.25 -3.24 0.32
Si2 2.57 -8.05 -1.04
C18 2.10 -8.10 -2.83
C19 3.06 -8.39 -3.82
H17 4.08 -8.64 -3.53
C20 2.71 -8.32 -5.17
H18 3.47 -8.52 -5.93
C21 1.41 -7.99 -5.55
H19 1.14 -7.92 -6.61
C22 0.44 -7.76 -4.57
H20 -0.59 -7.53 -4.86
C23 0.78 -7.82 -3.22
H21 0.01 -7.64 -2.46
C24 4.39 -7.73 -0.93
C25 4.94 -6.55 -1.44
H22 4.30 -5.81 -1.94
C26 6.31 -6.30 -1.32
H23 6.72 -5.36 -1.69
C27 7.15 -7.24 -0.70
H24 8.22 -7.03 -0.59
C28 6.61 -8.44 -0.23
H25 7.26 -9.19 0.22
C29 5.24 -8.69 -0.35
H26 4.81 -9.64 -0.01
H27 2.23 -9.29 -0.30
Cl1 1.44 -6.56 -0.15
N1 1.22 0.32 1.66
C30 0.33 0.72 2.72
C31 0.76 1.42 3.84
C32 -0.20 1.92 4.74
C33 -1.55 1.67 4.57
C34 -2.02 0.97 3.42
C35 -3.38 0.77 3.08
C36 -3.72 0.23 1.86
C37 -2.72 -0.16 0.96
N2 -1.41 -0.01 1.27
C38 -1.04 0.50 2.50
H28 2.05 0.91 1.57
H29 1.60 -0.64 1.76
H30 1.83 1.57 4.02
H31 0.13 2.52 5.60
H32 -2.30 2.02 5.30
H33 -4.14 1.07 3.79
H34 -4.76 0.12 1.54
H35 -2.94 -0.55 -0.04

2.
C38H35ClN2PtSi2 | wB97M-V/def2-TZVPD

Gap between HOMO and LUMO (spin up / spin down), eV: 6.546 / 4.784
Total charge: +2
Spin multiplicity: 5
E_HOMO (spin up / spin down), eV: -12.78 / -13.22

CARTESIAN COORDINATES (ANGSTROEM)
C1 4.78 -1.79 -0.02
C2 3.63 -2.42 -0.54
C3 2.86 -1.43 -1.29
H1 3.42 -3.50 -0.55
C4 3.55 -0.13 -1.07
C5 4.73 -0.41 -0.31
H2 5.50 0.32 -0.06
H3 5.61 -2.31 0.45
H4 2.10 -1.61 -2.05
H5 3.29 0.78 -1.61
Pt1 2.13 -0.69 0.49
Si1 -2.62 0.93 -1.58
C6 -4.19 0.39 -0.72
C7 -4.75 1.10 0.36
H6 -4.21 1.94 0.81
C8 -5.99 0.71 0.88
H7 -6.44 1.29 1.69
C9 -6.66 -0.40 0.37
H8 -7.64 -0.68 0.76
C10 -6.06 -1.15 -0.65
H9 -6.56 -2.04 -1.04
C11 -4.83 -0.77 -1.18
H10 -4.35 -1.38 -1.95
C12 -2.85 2.77 -1.88
C13 -3.95 3.11 -2.69
H11 -4.56 2.32 -3.14
C14 -4.28 4.45 -2.91
H12 -5.14 4.68 -3.54
C15 -3.52 5.48 -2.34
H13 -3.78 6.53 -2.52
C16 -2.45 5.14 -1.52
H14 -1.84 5.93 -1.06
C17 -2.13 3.80 -1.27
H15 -1.32 3.58 -0.58
H16 -2.48 0.17 -2.84
Si2 -0.87 0.82 0.18
C18 0.31 1.44 -1.18
C19 0.32 0.89 -2.49
H17 -0.12 -0.09 -2.69
C20 0.83 1.62 -3.57
H18 0.72 1.21 -4.58
C21 1.43 2.85 -3.35
H19 1.79 3.44 -4.20
C22 1.56 3.34 -2.05
H20 2.05 4.31 -1.87
C23 1.06 2.61 -0.97
H21 1.21 2.97 0.05
C24 -1.19 -1.06 0.11
C25 -0.81 -1.95 -0.91
H22 0.01 -1.71 -1.59
C26 -1.49 -3.16 -1.07
H23 -1.23 -3.80 -1.92
C27 -2.49 -3.53 -0.17
H24 -3.05 -4.45 -0.32
C28 -2.74 -2.74 0.95
H25 -3.50 -3.02 1.68
C29 -2.02 -1.56 1.14
H26 -2.14 -1.00 2.07
H27 -1.41 1.76 1.17
Cl1 0.59 0.55 1.90
N1 1.66 -2.45 1.56
C30 2.68 -2.70 2.58
C31 3.11 -3.96 2.94
C32 4.25 -4.08 3.78
C33 4.97 -2.96 4.19
C34 4.57 -1.64 3.80
C35 5.30 -0.45 4.03
C36 4.87 0.74 3.45
C37 3.81 0.74 2.55
N2 3.19 -0.42 2.25
C38 3.42 -1.57 2.96
H28 0.73 -2.34 1.95
H29 1.58 -3.25 0.93
H30 2.58 -4.84 2.57
H31 4.57 -5.07 4.09
H32 5.87 -3.06 4.80
H33 6.19 -0.49 4.65
H34 5.36 1.69 3.66
H35 3.46 1.62 2.03

3.
C38H35F6GeIrNO2PS4Sb | wB97M-V/def2-TZVPD

Gap between HOMO and LUMO (spin up / spin down), eV: 4.345 / 5.432
Total charge: -1
Relative energy (zero: lowest compared OMol25 entry of this formula, charge and spin), kcal/mol: 67.4
Spin multiplicity: 5
E_HOMO (spin up / spin down), eV: -2.72 / -5.38

CARTESIAN COORDINATES (ANGSTROEM)
Ir1 -0.47 1.58 -1.35
C1 2.47 -0.53 -6.02
C2 1.22 -1.03 -6.74
C3 1.33 -2.59 -6.84
C4 1.18 -0.44 -8.17
C5 -0.07 -0.70 -6.05
C6 -1.24 -0.93 -6.75
C7 -2.44 -0.41 -6.32
C8 -2.49 0.17 -5.05
S1 -3.85 1.04 -4.50
C9 -2.83 1.64 -3.19
N1 -1.53 1.35 -3.25
C10 -1.33 0.47 -4.31
C11 -0.10 -0.02 -4.81
C12 -3.18 2.35 -1.99
C13 -4.47 2.88 -1.72
C14 -4.76 3.52 -0.53
C15 -3.76 3.70 0.44
C16 -2.50 3.16 0.23
C17 -2.21 2.45 -0.99
H1 3.31 -0.64 -6.69
H2 2.67 -1.07 -5.07
H3 2.38 0.52 -5.80
H4 2.35 -2.98 -6.92
H5 0.73 -3.04 -7.64
H6 0.99 -3.12 -5.92
H7 2.04 -0.67 -8.76
H8 1.09 0.65 -8.14
H9 0.30 -0.82 -8.71
H10 -1.13 -1.34 -7.73
H11 -3.32 -0.52 -6.95
H12 0.82 0.18 -4.29
H13 -5.30 2.64 -2.43
H14 -5.76 3.90 -0.35
H15 -3.99 4.27 1.33
H16 -1.73 3.30 1.03
S2 5.38 3.02 -0.58
Sb1 3.30 2.67 0.16
S3 1.85 1.73 -1.92
S4 0.76 3.48 -1.73
F1 1.42 3.23 2.10
P1 1.66 4.84 2.23
F2 0.42 5.07 1.29
F3 2.77 4.72 0.67
F4 0.75 4.91 3.56
F5 2.07 6.34 2.21
F6 3.03 4.44 3.01
O1 0.64 -1.07 -0.63
C18 -0.60 -1.07 -0.47
O2 -1.45 -0.13 -0.89
C19 -1.42 -2.20 0.28
C20 -0.53 -2.93 1.31
Ge1 0.14 -1.98 3.07
C21 0.46 -3.12 4.69
C22 0.61 -4.51 4.57
C23 0.62 -5.35 5.69
C24 0.65 -4.77 6.97
C25 0.64 -3.37 7.14
C26 0.38 -2.57 6.03
C27 1.94 -1.03 2.95
C28 2.62 -0.64 4.11
C29 3.86 0.04 4.09
C30 4.39 0.38 2.87
C31 3.86 -0.19 1.69
C32 2.59 -0.74 1.76
C33 -1.14 -0.65 3.69
C34 -1.06 0.65 3.18
C35 -1.93 1.63 3.59
C36 -2.94 1.34 4.52
C37 -3.08 0.05 5.00
C38 -2.11 -0.93 4.67
H17 -1.73 -2.85 -0.60
H18 -2.34 -1.77 0.65
H19 0.45 -3.32 0.95
H20 -1.10 -3.78 1.76
H21 0.80 -4.97 3.60
H22 0.64 -6.42 5.60
H23 0.69 -5.43 7.83
H24 0.78 -2.95 8.17
H25 0.15 -1.48 6.11
H26 2.19 -0.90 5.09
H27 4.33 0.29 5.02
H28 5.30 0.96 2.78
H29 4.48 -0.14 0.80
H30 2.12 -1.02 0.83
H31 -0.25 0.84 2.49
H32 -1.82 2.62 3.19
H33 -3.56 2.19 4.83
H34 -3.94 -0.24 5.60
H35 -2.09 -1.81 5.34

4.
C38H35FeGe2N4OS | wB97M-V/def2-TZVPD

Gap between HOMO and LUMO (spin up / spin down), eV: 4.109 / 5.230
Relative energy (zero: lowest compared OMol25 entry of this formula, charge and spin), kcal/mol: 93.7
Spin multiplicity: 6
E_HOMO (spin up / spin down), eV: -4.60 / -7.26

CARTESIAN COORDINATES (ANGSTROEM)
Fe1 -0.08 0.18 0.19
C1 -0.70 -0.23 4.36
C2 -0.95 -0.01 3.03
N1 0.05 -0.04 2.09
C3 1.34 -0.25 2.52
C4 1.66 -0.53 3.86
C5 0.60 -0.52 4.80
C6 3.01 -0.76 4.17
C7 3.99 -0.67 3.19
C8 3.69 -0.31 1.90
C9 2.34 -0.09 1.55
N2 1.82 0.31 0.34
C10 2.32 1.42 -0.35
C11 3.63 1.61 -0.82
C12 3.97 2.82 -1.41
C13 3.04 3.85 -1.52
C14 1.72 3.70 -1.04
C15 0.73 4.71 -1.06
C16 -0.54 4.43 -0.52
C17 -0.81 3.19 0.01
N3 0.13 2.20 0.07
C18 1.37 2.45 -0.47
H1 -1.52 -0.18 5.06
H2 -1.94 0.21 2.66
H3 0.80 -0.69 5.85
H4 3.28 -1.01 5.19
H5 5.02 -0.88 3.45
H6 4.47 -0.22 1.16
H7 4.36 0.81 -0.76
H8 4.97 2.96 -1.79
H9 3.32 4.80 -1.96
H10 0.96 5.68 -1.47
H11 -1.32 5.18 -0.53
H12 -1.78 2.95 0.43
O1 -0.02 0.16 -1.71
N4 -1.15 0.03 -2.39
C19 -1.07 -0.04 -3.73
C20 -2.21 -0.17 -4.49
C21 -3.45 -0.22 -3.86
C22 -3.51 -0.16 -2.48
C23 -2.34 -0.05 -1.74
S1 -2.29 -0.01 -0.01
H13 -0.07 0.01 -4.12
H14 -2.12 -0.22 -5.56
H15 -4.36 -0.31 -4.44
H16 -4.45 -0.21 -1.96
C24 -3.75 -3.20 0.55
Ge1 -1.92 -3.49 1.26
C25 -2.08 -3.13 3.20
C26 -1.59 -5.44 1.05
Ge2 -0.15 -2.17 0.08
C27 -0.23 -2.81 -1.81
C28 0.75 -2.49 -2.75
C29 0.70 -3.01 -4.04
C30 -0.33 -3.85 -4.42
C31 -1.32 -4.17 -3.51
C32 -1.27 -3.66 -2.22
C33 1.57 -3.00 0.68
C34 1.58 -3.69 1.89
C35 2.70 -4.40 2.30
C36 3.82 -4.44 1.50
C37 3.83 -3.75 0.29
C38 2.72 -3.03 -0.10
H17 -4.41 -3.93 1.01
H18 -3.81 -3.31 -0.53
H19 -4.11 -2.20 0.81
H20 -2.72 -3.90 3.64
H21 -2.55 -2.16 3.35
H22 -1.12 -3.12 3.72
H23 -2.38 -5.96 1.59
H24 -0.63 -5.74 1.46
H25 -1.63 -5.74 0.00
H26 1.54 -1.81 -2.49
H27 1.48 -2.75 -4.75
H28 -0.37 -4.25 -5.43
H29 -2.14 -4.83 -3.79
H30 -2.05 -3.91 -1.51
H31 0.70 -3.66 2.53
H32 2.68 -4.93 3.25
H33 4.70 -5.00 1.81
H34 4.71 -3.77 -0.34
H35 2.75 -2.48 -1.03

5.
C38H35GeMoN8PSe2 | wB97M-V/def2-TZVPD

Gap between HOMO and LUMO (spin up / spin down), eV: 6.639 / 6.586
Total charge: +2
Relative energy (zero: lowest compared OMol25 entry of this formula, charge and spin), kcal/mol: 24.4
E_HOMO (spin up / spin down), eV: -13.10 / -13.09

CARTESIAN COORDINATES (ANGSTROEM)
Mo1 0.51 0.04 0.05
Se1 2.39 6.04 4.41
N1 1.46 4.58 4.73
C1 1.43 3.88 3.62
C2 0.73 2.62 3.48
C3 -0.02 2.02 4.49
C4 -0.66 0.83 4.21
C5 -0.54 0.26 2.95
N2 0.18 0.82 1.98
C6 0.81 1.98 2.24
C7 1.59 2.52 1.14
N3 1.67 1.74 0.03
C8 2.31 2.25 -1.03
C9 2.90 3.50 -1.03
C10 2.87 4.27 0.12
C11 2.21 3.77 1.24
C12 2.13 4.46 2.51
N4 2.71 5.61 2.74
H1 -0.08 2.50 5.45
H2 -1.25 0.33 4.97
H3 -1.05 -0.66 2.71
H4 2.37 1.62 -1.91
H5 3.39 3.86 -1.93
H6 3.34 5.24 0.17
C13 -0.57 -2.56 -4.63
N5 0.27 -3.33 -3.59
C14 1.72 -3.33 -4.09
N6 2.17 -2.00 -4.29
C15 1.33 -1.31 -5.27
N7 -0.06 -1.25 -4.82
C16 -0.25 -0.37 -3.67
P1 0.74 -0.92 -2.18
C17 0.16 -2.71 -2.24
C18 2.35 -1.24 -3.06
H7 -1.60 -2.54 -4.27
H8 -0.51 -3.13 -5.56
H9 -0.06 -4.29 -3.55
H10 1.75 -3.89 -5.02
H11 2.33 -3.84 -3.34
H12 1.38 -1.84 -6.22
H13 1.71 -0.30 -5.42
H14 -1.31 -0.36 -3.39
H15 0.03 0.65 -3.94
H16 -0.88 -2.75 -1.92
H17 0.76 -3.29 -1.53
H18 3.02 -1.77 -2.38
H19 2.84 -0.29 -3.30
C19 1.42 -1.57 0.64
Ge1 3.19 -2.28 1.23
C20 2.81 -4.20 1.33
C21 2.13 -4.64 2.46
C22 1.65 -5.94 2.53
C23 1.85 -6.81 1.46
C24 2.53 -6.37 0.33
C25 3.00 -5.07 0.26
C26 4.56 -1.69 -0.07
C27 4.62 -0.34 -0.38
C28 5.64 0.16 -1.19
C29 6.60 -0.71 -1.69
C30 6.55 -2.06 -1.38
C31 5.54 -2.55 -0.56
C32 3.69 -1.47 2.94
C33 4.39 -2.20 3.90
C34 4.87 -1.58 5.04
C35 4.66 -0.22 5.23
C36 3.96 0.51 4.28
C37 3.48 -0.11 3.14
H20 0.76 -2.44 0.75
H21 1.99 -3.96 3.30
H22 1.13 -6.28 3.42
H23 1.47 -7.82 1.52
H24 2.69 -7.06 -0.49
H25 3.55 -4.74 -0.61
H26 3.88 0.33 0.04
H27 5.69 1.22 -1.41
H28 7.40 -0.32 -2.32
H29 7.31 -2.73 -1.75
H30 5.52 -3.60 -0.30
H31 4.56 -3.26 3.75
H32 5.42 -2.15 5.78
H33 5.05 0.27 6.12
H34 3.80 1.58 4.43
H35 2.95 0.46 2.39
Se2 -2.22 -0.85 -0.15
C38 -1.60 0.78 -0.51
N8 -0.99 1.76 -0.72

6.
C38H35IrN2P2S3Sb | wB97M-V/def2-TZVPD

Gap between HOMO and LUMO (spin up / spin down), eV: 5.416 / 6.650
Spin multiplicity: 6
E_HOMO (spin up / spin down), eV: -5.95 / -7.76

CARTESIAN COORDINATES (ANGSTROEM)
Ir1 -0.14 -0.50 -0.96
C1 0.89 1.47 1.78
C2 0.60 2.14 0.44
P1 -1.09 1.65 -0.12
C3 -2.03 2.60 1.18
C4 -2.89 2.05 2.11
C5 -3.52 2.84 3.06
C6 -3.28 4.20 3.09
C7 -2.45 4.78 2.15
C8 -1.83 3.98 1.20
C9 -1.55 2.64 -1.55
C10 -0.53 3.23 -2.47
C11 -1.10 4.35 -3.29
C12 -2.43 4.46 -3.50
C13 -3.34 3.60 -2.85
C14 -2.88 2.74 -1.85
P2 1.32 -0.35 1.81
C15 -0.14 -1.38 1.31
C16 0.17 -2.66 0.83
C17 -0.78 -3.67 0.78
C18 -2.05 -3.45 1.26
C19 -2.37 -2.21 1.82
C20 -1.43 -1.21 1.86
C21 1.23 -0.67 3.62
C22 0.38 -0.03 4.52
C23 0.32 -0.42 5.85
C24 1.11 -1.46 6.30
C25 1.97 -2.11 5.42
C26 2.03 -1.71 4.09
H1 0.09 1.72 2.49
H2 1.81 1.90 2.19
H3 1.34 1.84 -0.31
H4 0.67 3.23 0.57
H5 -3.14 1.00 2.08
H6 -4.19 2.39 3.78
H7 -3.77 4.82 3.84
H8 -2.28 5.84 2.14
H9 -1.20 4.45 0.46
H10 0.36 3.57 -1.93
H11 -0.40 5.02 -3.78
H12 -2.80 5.23 -4.17
H13 -4.40 3.67 -3.07
H14 -3.61 2.20 -1.26
H15 1.18 -2.88 0.53
H16 -0.51 -4.63 0.35
H17 -2.80 -4.23 1.22
H18 -3.36 -2.04 2.24
H19 -1.66 -0.27 2.32
H20 -0.26 0.78 4.20
H21 -0.34 0.09 6.53
H22 1.07 -1.77 7.33
H23 2.59 -2.92 5.76
H24 2.70 -2.21 3.41
C27 2.92 -1.96 -0.97
N1 2.00 -0.98 -1.50
C28 2.49 -0.18 -2.42
C29 1.71 0.80 -3.02
C30 2.14 1.78 -4.00
C31 1.08 2.53 -4.31
C32 -0.09 2.10 -3.46
N2 0.40 0.90 -2.76
C33 2.71 -3.38 -1.41
C34 1.47 -3.88 -1.79
C35 1.33 -5.21 -2.13
C36 2.42 -6.06 -2.11
C37 3.67 -5.57 -1.74
C38 3.81 -4.24 -1.40
H25 2.87 -1.90 0.13
H26 3.95 -1.67 -1.23
H27 3.54 -0.27 -2.70
H28 3.13 1.86 -4.40
H29 1.04 3.34 -5.01
H30 -0.98 1.88 -4.05
H31 0.61 -3.22 -1.83
H32 0.37 -5.58 -2.44
H33 2.31 -7.10 -2.39
H34 4.53 -6.22 -1.72
H35 4.78 -3.86 -1.11
S1 -0.14 -2.89 -4.84
Sb1 -0.65 -0.76 -4.88
S2 -2.03 -1.46 -1.78
S3 -2.67 -0.55 -3.53

Number 1: largest force on an atom 2.3 eV Å⁻¹, molar mass 666.3 g mol⁻¹, total energy -3768.19012 a.u.. Number 2: largest force on an atom 2.5 eV Å⁻¹, molar mass 806.4 g mol⁻¹, total energy -2736.36349 a.u.. Number 3: largest force on an atom 3.0 eV Å⁻¹, molar mass 1197.5 g mol⁻¹, total energy -6629.28144 a.u.. Number 4: largest force on an atom 2.3 eV Å⁻¹, molar mass 796.9 g mol⁻¹, total energy -7578.92995 a.u.. Number 5: largest force on an atom 4.1 eV Å⁻¹, molar mass 961.2 g mol⁻¹, total energy -9195.91577 a.u.. Number 6: largest force on an atom 0.8 eV Å⁻¹, molar mass 991.8 g mol⁻¹, total energy -3800.28664 a.u..